# 1
This record from OMol25 describes an isolated molecule of C13H14N4O2S3 in a non-equilibrium geometry. The level of theory is ωB97M-V/def2-TZVPD.

Atoms and positions in Å:
S: -2.08 -1.79 2.64
S: 1.15 -2.87 -0.84
S: 0.47 3.29 -2.08
O: 1.75 1.15 -4.00
O: 2.31 -1.41 1.59
N: 0.23 -0.70 2.43
N: -1.51 0.73 3.30
N: 1.24 -0.73 -2.55
N: 0.32 -0.20 -0.33
C: -0.89 -0.43 2.76
C: -0.26 1.98 0.35
C: -0.66 3.29 -0.48
C: -2.02 3.34 -0.91
C: 1.27 0.77 -2.93
C: 0.30 -2.64 0.73
C: -3.42 -0.83 3.26
C: 0.87 -1.36 1.62
C: 1.86 -1.72 -3.29
C: -2.73 0.60 3.50
C: 0.84 -1.07 -1.34
C: 0.22 1.07 -0.67
C: 0.46 1.63 -1.96
H: -3.07 1.39 3.84
H: -1.16 1.76 0.74
H: -0.32 4.24 -0.09
H: -0.87 -2.55 0.61
H: -2.18 3.97 -1.65
H: 2.09 -0.99 -4.23
H: -4.45 -0.98 3.24
H: -2.70 3.49 -0.13
H: 1.20 -2.61 -3.58
H: 2.88 -2.02 -2.89
H: 0.99 0.00 2.89
H: 0.60 2.25 0.90
H: 0.61 -3.49 1.40
H: -2.38 2.51 -1.52

The net charge is 0. The calculation puts the frontier orbital gap at 6.893 eV. The SMILES is C[C@H]1Cc2nc(SCC(=O)Nc3nccs3)n(C)c(=O)c2S1. Its relative energy (zero: lowest compared OMol25 entry of this formula, charge and spin) is 948.0 kJ/mol.

Here are the Löwdin charges for atoms 1 to 6, given in e: 1.03, 0.97, 0.99, 0.03, -0.16, 0.02

=====

# 2
This record from OMol25 describes an isolated molecule of C6H17BrOSi2 in a non-equilibrium geometry. The level of theory is ωB97M-V/def2-TZVPD.

Atoms and positions in Å:
Br: 3.39 -0.34 0.02
Si: 1.80 0.94 0.65
Si: -0.50 -0.87 -0.64
O: 0.39 0.11 0.36
C: 2.01 2.59 -0.34
C: 0.53 -3.48 0.52
C: 0.30 -2.64 -0.80
C: 0.81 3.56 -0.54
C: -2.87 0.53 0.58
C: -2.16 -0.85 0.30
H: -2.24 1.06 1.21
H: -0.34 -3.15 -1.63
H: -3.72 0.29 1.10
H: -2.20 -1.45 1.20
H: 0.50 3.96 0.47
H: 2.38 2.14 -1.18
H: 1.27 -2.94 1.16
H: -3.09 1.08 -0.29
H: -0.06 3.08 -0.97
H: 1.81 0.90 2.08
H: 1.29 -2.57 -1.22
H: 0.95 4.46 -1.08
H: -0.69 -0.30 -2.04
H: 2.76 3.18 0.04
H: -0.41 -3.50 1.02
H: 0.90 -4.47 0.39
H: -2.82 -1.36 -0.38

The net charge is 0. The calculation puts the frontier orbital gap at 10.776 eV. The SMILES is CC[SiH](CC)O[Si@@H](Br)CC.

Here are the Löwdin charges for atoms 1 to 6, given in e: 0.45, 0.07, 0.54, -0.42, -0.32, -0.14

=====

# 3
This record from OMol25 describes a structure of composition C42H36F5IrN4PS in a non-equilibrium geometry. The level of theory is ωB97M-V/def2-TZVPD.

Atoms and positions in Å:
Ir: 0.64 0.18 0.31
S: 2.83 1.26 1.06
P: -1.24 -1.67 -1.24
F: 7.06 0.39 3.64
F: 4.81 1.79 3.05
F: 3.68 -1.34 -0.28
F: 5.88 -2.81 0.37
F: 7.59 -1.93 2.31
N: -1.20 1.30 -0.60
N: -0.87 2.18 3.36
N: 1.28 1.16 -1.73
N: -0.29 0.14 2.44
C: -2.83 -2.53 -1.30
C: -2.41 1.32 -0.08
C: -4.50 -3.92 -2.31
C: 5.08 0.66 2.40
C: 0.39 -4.72 0.94
C: -0.20 -2.69 -0.16
C: 2.47 1.07 -2.30
C: -3.49 1.96 -0.68
C: -1.14 3.17 5.67
C: 2.81 1.72 -3.48
C: 0.78 -1.98 0.55
C: 6.23 -0.05 2.71
C: 1.58 -2.69 1.45
C: -3.31 -3.23 -2.41
C: -3.29 2.64 -1.86
C: -0.77 -0.92 -5.20
C: 5.63 -1.68 1.03
C: -0.95 0.85 3.32
C: 4.50 -0.94 0.72
C: -1.69 3.42 -3.60
C: -1.85 0.14 4.30
C: 1.87 2.53 -4.09
C: 1.38 -4.05 1.64
C: -0.98 1.95 -1.76
C: -5.22 -3.93 -1.12
C: 1.39 -1.55 -4.35
C: -3.56 -2.52 -0.11
C: -0.51 -1.56 -2.89
C: 0.09 2.90 2.55
C: 0.33 1.90 -2.34
C: 1.38 3.20 3.32
C: 6.50 -1.24 2.03
C: -1.68 2.99 4.25
C: -0.42 -4.05 0.04
C: -1.31 -1.10 -3.94
C: -4.74 -3.23 -0.02
C: 0.58 -1.14 -5.40
C: 4.19 0.24 1.40
C: -2.00 2.67 -2.42
C: 0.86 -1.75 -3.09
C: 0.59 2.63 -3.53
C: -0.44 3.43 -4.10
H: 2.33 -2.18 2.03
H: -2.37 -0.91 -3.77
H: -3.19 -1.96 0.73
H: -1.85 3.77 6.23
H: 1.19 3.94 4.10
H: -1.40 -0.61 -6.02
H: -0.41 -0.86 2.62
H: 2.14 3.59 2.65
H: 3.80 1.61 -3.89
H: -2.54 0.80 0.86
H: -0.37 3.84 2.21
H: 0.24 -5.78 1.10
H: 1.01 -0.98 -6.38
H: -4.88 -4.46 -3.16
H: 3.20 0.44 -1.81
H: -0.19 4.04 -4.96
H: -4.09 3.16 -2.36
H: -2.75 -3.25 -3.33
H: -1.21 -4.56 -0.49
H: -4.46 1.93 -0.21
H: 2.45 -1.73 -4.52
H: -0.18 3.69 5.67
H: -2.69 2.57 4.30
H: -1.83 -0.94 4.13
H: -1.01 2.22 6.19
H: -5.29 -3.23 0.91
H: -2.89 0.47 4.20
H: -1.55 0.33 5.32
H: 1.49 -2.08 -2.27
H: 0.32 2.30 1.66
H: 1.99 -4.58 2.34
H: 2.09 3.09 -4.98
H: -2.48 4.01 -4.05
H: 1.76 2.29 3.78
H: -6.14 -4.48 -1.05
H: -1.76 3.98 3.79

Its expectation value of S² is 8.7877. The net charge is +2. The calculation puts the frontier orbital gap (alpha / beta) at 6.975 / 5.300 eV. As for the spin multiplicity: 6. Its relative energy (zero: lowest compared OMol25 entry of this formula, charge and spin) is 95.1 kJ/mol.

Here are the Löwdin charges for atoms 1 to 6, given in e: 1.09, 0.87, 1.18, 0.16, 0.11, 0.07

=====

no.,electronic energy (eV)
1,-56260.7350
2,-94346.2357
3,-86632.1874